[1]
Formula: H10N2Si4
Source: OMol25
Level of theory: the ωB97M-V functional and the def2-TZVPD basis

total charge	0
HOMO energy	-9.25	eV
energy relative to the best compared isomer or geometry (same formula, charge and spin)	0.0	kcal/mol
calculated total energy	-34653.8556	eV

```
16
Properties=species:S:1:pos:R:3:lowdin_charge:R:1
N 1.1695 0.0657 0.1715 -0.554
N -1.2466 -0.0369 -0.0675 -0.496
Si 0.1727 1.4160 0.0357 0.462
Si -0.0310 -1.3083 0.1613 0.381
Si 2.9186 -0.0947 -0.1291 0.477
Si -3.0280 0.0117 -0.1410 0.425
H 0.3727 2.4429 1.2436 -0.028
H -0.1375 2.0152 -1.2615 -0.058
H 0.1662 -2.2005 -0.9825 -0.052
H -0.1602 -2.1028 1.3561 -0.063
H 3.3158 -0.4917 -1.5462 -0.080
H 3.3341 -1.1419 0.9035 -0.070
H 3.4380 1.3562 0.1875 -0.060
H -3.3488 -1.0338 -1.2248 -0.081
H -3.6414 1.3414 -0.4268 -0.104
H -3.8902 -0.3391 1.0959 -0.098
```



[2]
Formula: C4H5Cl3
Source: OMol25
Level of theory: the ωB97M-V functional and the def2-TZVPD basis

SMILES	ClC(Cl)Cl.C=C=C
total charge	0
HOMO energy	-10.02	eV
energy relative to the best compared isomer or geometry (same formula, charge and spin)	52.7	kcal/mol
calculated total energy	-41793.6637	eV

```
12
Properties=species:S:1:pos:R:3:lowdin_charge:R:1
Cl 2.4124 -0.3153 1.3774 0.515
C 2.0630 0.0460 -0.3191 -1.614
Cl 2.3477 -1.3603 -1.3077 0.526
Cl 2.8496 1.5159 -0.9058 0.521
H 0.9078 0.1999 -0.5162 0.005
C -1.6177 -1.1128 0.9184 -0.015
C -1.5383 -0.0620 0.1825 -0.214
C -1.3715 1.0953 -0.4324 -0.007
H -2.5525 -1.5679 1.2849 0.069
H -0.6887 -1.8036 0.7934 0.097
H -1.2478 1.8736 0.3111 0.070
H -1.5639 1.4913 -1.3867 0.047
```



[3]
Formula: C29H41F6N5O3P2S2W
Source: OMol25
Level of theory: the ωB97M-V functional and the def2-TZVPD basis

expectation value of S²	0.753
spin multiplicity	2
total charge	+3
HOMO energy (spin up / spin down)	-15.38 / -15.06	eV
calculated total energy	-102690.6751	eV

```
89
Properties=species:S:1:pos:R:3:mulliken_spin:R:1
W 0.2416 -0.7183 0.8628 0.733
C -1.2356 -0.9273 3.5994 -0.017
C -1.0378 0.5487 3.2355 0.011
N -1.2108 0.7180 1.7713 0.032
C -2.6509 0.6351 1.3924 0.000
C -2.9016 -0.3484 0.2351 0.019
N -1.9539 -1.4663 0.3068 0.020
C -2.4409 -2.5066 1.2471 -0.014
C -1.3230 -2.9616 2.1856 0.033
N -0.5294 -1.7946 2.6195 0.060
H -0.8508 -1.0900 4.6087 -0.001
H -2.2974 -1.1814 3.6052 -0.001
H -1.7450 1.1669 3.7988 0.002
H -0.0244 0.8684 3.4991 -0.007
H -0.8745 1.6560 1.5355 -0.005
H -3.2173 0.3138 2.2685 0.000
H -3.0300 1.6196 1.1055 -0.001
H -3.9364 -0.7058 0.2896 -0.001
H -2.7955 0.1560 -0.7236 -0.003
H -1.8522 -1.8916 -0.6137 0.002
H -3.2587 -2.0808 1.8316 0.000
H -2.8358 -3.3756 0.7136 0.000
H -1.7491 -3.4951 3.0430 0.002
H -0.6526 -3.6503 1.6662 -0.005
H 0.3007 -2.1734 3.0884 0.015
O 0.6263 -1.0442 -2.1985 0.006
S 0.6637 0.3277 -1.8779 0.108
O 1.2602 0.7538 -0.6349 0.000
O -0.9359 0.7167 -1.6293 -0.020
C 0.9575 1.4978 -3.1867 0.001
C 2.1912 1.7986 -3.7315 -0.002
C 2.2602 2.7904 -4.7086 0.000
C 1.1149 3.4496 -5.1395 0.000
C -0.1202 3.1527 -4.5759 0.000
C -0.1930 2.1799 -3.5847 0.004
P -1.6774 1.7599 -2.6450 -0.006
C -2.0880 3.0397 -1.4378 0.001
C -3.3559 3.5815 -1.2681 0.000
C -3.5885 4.4428 -0.2069 0.000
C -2.5615 4.7790 0.6597 0.000
C -1.2836 4.2714 0.4596 0.004
C -1.0371 3.4016 -0.5860 0.002
C -2.8340 0.6966 -3.5307 0.000
C -2.2259 -0.2440 -4.3689 0.000
C -2.9956 -1.2244 -4.9653 0.000
C -4.3637 -1.2725 -4.7316 0.000
C -4.9659 -0.3253 -3.9171 0.000
C -4.2107 0.6696 -3.3169 0.000
H 3.0853 1.2928 -3.4013 0.000
H 3.2191 3.0461 -5.1366 0.000
H 1.1815 4.2086 -5.9081 0.000
H -1.0139 3.6733 -4.8912 0.000
H -4.1498 3.3386 -1.9529 0.000
H -4.5758 4.8453 -0.0544 0.000
H -2.7543 5.4422 1.4885 0.000
H -0.4784 4.5611 1.1166 0.000
H -0.0385 3.0071 -0.7395 -0.007
H -1.1589 -0.2148 -4.5440 0.000
H -2.5281 -1.9481 -5.6141 0.000
H -4.9575 -2.0518 -5.1826 0.000
H -6.0293 -0.3586 -3.7414 0.000
H -4.6990 1.4093 -2.7030 0.000
F 1.6095 -2.9798 1.4750 0.010
P 1.8944 -3.3845 -0.1598 0.002
F 0.2634 -2.9855 -0.3779 0.013
F 2.1624 -1.7037 -0.2829 -0.003
F 2.0778 -3.5274 -1.7003 0.000
F 3.4154 -3.5762 0.1837 0.000
F 1.4713 -4.8516 0.1517 0.000
C 2.6040 -1.5579 4.6919 0.003
N 3.7247 -1.2772 3.8219 0.001
C 5.0145 -1.2436 4.4924 0.000
C 3.5403 -0.8413 2.5744 0.013
S 2.0870 0.1196 2.2973 -0.006
N 4.4513 -1.0178 1.6311 0.002
C 5.4545 -2.0654 1.6991 0.000
C 4.5321 -0.2103 0.4358 0.002
H 2.9642 -2.1423 5.5352 0.001
H 1.8698 -2.1576 4.1534 -0.005
H 2.1400 -0.6425 5.0639 0.001
H 4.8929 -0.6882 5.4241 0.000
H 5.7585 -0.7269 3.8949 0.000
H 5.3774 -2.2420 4.7387 0.000
H 5.2053 -2.7928 2.4649 0.000
H 6.4503 -1.6597 1.8791 0.000
H 5.4682 -2.5889 0.7432 0.000
H 3.6801 0.4666 0.3645 -0.001
H 4.5557 -0.8592 -0.4416 0.000
H 5.4557 0.3746 0.4645 0.001
```